No. 1
Formula: C33H28N5OPSZr
Source: the Open Molecules 2025 dataset
Level of theory: the ωB97M-V functional and the def2-TZVPD basis

Structure (XYZ):
```
70
Properties=species:S:1:pos:R:3
Zr -1.788 -0.166 -1.028
C -4.050 0.135 -2.553
C -4.412 0.421 -1.230
C -3.766 1.445 -0.529
C -2.726 2.190 -1.121
C -2.434 1.939 -2.475
C -3.083 0.917 -3.186
P -1.468 3.175 -0.120
C -2.419 4.600 0.463
C -3.584 4.517 1.232
C -4.246 5.669 1.614
C -3.750 6.913 1.236
C -2.592 7.005 0.482
C -1.925 5.851 0.095
C -1.445 1.972 1.274
C -1.391 2.384 2.595
C -1.298 1.437 3.616
C -1.268 0.083 3.326
C -1.330 -0.340 2.002
C -1.406 0.593 0.955
H -4.522 -0.686 -3.078
H -5.174 -0.172 -0.738
H -4.014 1.610 0.511
H -1.638 2.502 -2.951
H -2.808 0.714 -4.213
H -3.965 3.556 1.559
H -5.145 5.603 2.211
H -4.269 7.812 1.540
H -2.203 7.973 0.196
H -1.018 5.922 -0.494
H -1.433 3.437 2.844
H -1.266 1.767 4.646
H -1.207 -0.645 4.124
H -1.320 -1.408 1.808
N -1.989 -2.206 -0.879
C -1.509 -3.154 -0.344
C -0.933 -4.226 0.215
C -1.501 -5.528 0.122
N -1.969 -6.572 0.027
C 0.323 -3.906 0.811
N 1.323 -3.489 1.203
C 3.853 -1.071 1.710
C 3.518 0.126 0.825
C 2.088 0.113 0.299
N 1.880 -1.090 -0.526
C 1.251 -1.204 -1.663
S 0.306 0.132 -2.351
N 1.308 -2.321 -2.400
C 1.922 -3.616 -2.063
O 1.242 -4.578 -2.255
C 3.311 -3.588 -1.578
C 4.202 -2.593 -1.988
C 5.517 -2.636 -1.563
C 5.938 -3.661 -0.722
C 5.053 -4.653 -0.317
C 3.741 -4.628 -0.753
H 4.849 -0.957 2.134
H 3.859 -2.020 1.166
H 3.147 -1.166 2.536
H 4.211 0.186 -0.018
H 3.635 1.051 1.392
H 1.877 0.988 -0.312
H 1.374 0.084 1.125
H 2.410 -1.905 -0.218
H 0.628 -2.396 -3.145
H 3.879 -1.812 -2.667
H 6.220 -1.885 -1.897
H 6.967 -3.692 -0.389
H 5.391 -5.451 0.330
H 3.041 -5.399 -0.459
```

Frontier orbital gap in Ha: 0.2481
Charge: +2
Molecular weight in g/mol: 664.89
F_max in eV/Å: 0.7

No. 2
Formula: C33H28N8OPRhSe2
Source: the Open Molecules 2025 dataset
Level of theory: the ωB97M-V functional and the def2-TZVPD basis

Structure (XYZ):
```
74
Properties=species:S:1:pos:R:3
Rh 0.751 -1.727 -1.849
Se 2.426 -2.508 -3.441
P 2.151 -1.571 0.145
Se 0.034 -1.770 0.624
C 2.800 -0.002 0.742
C 1.928 1.023 1.103
C 2.430 2.270 1.444
C 3.799 2.495 1.417
C 4.670 1.473 1.059
C 4.176 0.225 0.719
C 3.118 -2.945 0.803
C 4.277 -3.317 0.123
C 5.049 -4.369 0.591
C 4.658 -5.060 1.730
C 3.496 -4.702 2.400
C 2.724 -3.647 1.939
H 0.857 0.858 1.130
H 1.742 3.056 1.728
H 4.188 3.471 1.678
H 5.739 1.646 1.049
H 4.862 -0.572 0.451
H 4.565 -2.794 -0.784
H 5.948 -4.654 0.062
H 5.257 -5.886 2.091
H 3.188 -5.244 3.284
H 1.814 -3.370 2.457
C -4.989 -1.381 -2.038
N -3.642 -1.933 -2.191
C -2.510 -1.290 -2.465
N -1.477 -2.074 -2.201
C -2.065 -3.222 -1.759
N -3.369 -3.172 -1.737
C -5.231 -0.984 -0.601
C -6.235 -1.580 0.144
C -6.399 -1.211 1.482
C -5.571 -0.278 2.068
C -4.549 0.330 1.321
C -4.403 -0.033 -0.021
C -3.666 1.305 1.894
N -3.601 1.773 3.109
N -2.608 2.684 3.155
C -2.077 2.747 1.938
O -2.718 1.872 1.084
C -1.043 3.537 1.407
C -0.314 4.493 2.169
C 0.679 5.239 1.586
C 1.037 5.068 0.231
C 0.321 4.147 -0.527
C 0.655 3.911 -1.978
N 1.099 2.532 -2.223
C 0.368 1.423 -2.214
N 1.162 0.367 -2.330
C 2.409 0.918 -2.389
N 2.406 2.221 -2.331
C -0.709 3.416 0.031
H -5.687 -2.148 -2.365
H -5.058 -0.528 -2.714
H -2.474 -0.275 -2.824
H -1.510 -4.087 -1.437
H -6.875 -2.332 -0.300
H -7.182 -1.672 2.069
H -5.693 0.002 3.106
H -3.622 0.444 -0.601
H -0.568 4.631 3.211
H 1.211 5.967 2.186
H 1.848 5.637 -0.207
H 1.467 4.547 -2.321
H -0.216 4.076 -2.614
H -0.702 1.408 -2.112
H 3.311 0.335 -2.470
H -1.310 2.758 -0.581
C 1.289 -3.642 -2.533
H 0.472 -4.095 -3.084
H 1.695 -4.230 -1.716
```

Frontier orbital gap (alpha / beta) in Ha: 0.1050 / 0.1675
Charge: 0
Molecular weight in g/mol: 844.44
2S+1: 5
F_max in eV/Å: 0.5

No. 3
Formula: C33H28N9OS3Tl
Source: the Open Molecules 2025 dataset
Level of theory: the ωB97M-V functional and the def2-TZVPD basis

Structure (XYZ):
```
75
Properties=species:S:1:pos:R:3
Tl -1.068 -0.386 -0.106
N -0.830 -4.694 -4.397
C -0.726 -3.506 -3.683
S -1.987 -2.374 -3.892
N 0.351 -3.480 -2.934
N 0.581 -2.382 -2.172
C 1.678 -2.457 -1.517
C 2.268 -1.369 -0.737
C 3.566 -1.565 -0.249
C 4.224 -0.533 0.387
C 3.579 0.687 0.521
C 2.288 0.794 0.036
N 1.638 -0.196 -0.565
H -1.394 -4.635 -5.225
H 0.039 -5.201 -4.471
H 2.289 -3.355 -1.620
H 4.041 -2.528 -0.386
H 5.232 -0.671 0.759
H 4.053 1.524 1.017
H 1.731 1.718 0.153
C 1.577 1.246 4.350
C 1.167 0.567 3.050
N 0.403 1.171 2.210
N 0.196 2.507 2.477
C -0.965 3.039 2.368
S -2.509 2.386 2.067
S -0.813 4.867 2.554
C -2.155 5.184 3.759
C -1.718 4.870 5.157
C -1.271 5.872 6.016
C -0.790 5.567 7.281
C -0.745 4.247 7.708
C -1.204 3.242 6.866
C -1.692 3.549 5.605
C 1.730 -0.785 2.827
C 3.016 -1.011 3.334
C 3.663 -2.233 3.271
C 2.984 -3.310 2.697
C 1.716 -3.142 2.199
C 1.017 -1.887 2.217
O -0.163 -1.843 1.743
H 0.844 1.993 4.635
H 2.534 1.761 4.225
H 1.680 0.510 5.147
H -2.975 4.545 3.428
H -2.419 6.235 3.644
H -1.302 6.905 5.682
H -0.441 6.361 7.933
H -0.349 4.004 8.687
H -1.174 2.208 7.188
H -2.052 2.763 4.948
H 3.554 -0.174 3.765
H 4.666 -2.352 3.665
H 3.460 -4.285 2.642
H 1.184 -3.974 1.750
N -2.736 -1.875 -10.547
C -2.417 -1.437 -9.531
C -2.009 -0.866 -8.287
C -1.474 0.424 -8.265
C -1.056 0.983 -7.076
C -1.155 0.262 -5.885
C -1.707 -1.020 -5.898
C -2.129 -1.573 -7.087
N -0.709 0.818 -4.682
C 0.233 1.822 -4.511
C 0.330 2.008 -3.167
N -0.539 1.171 -2.508
C -1.140 0.477 -3.426
H -1.396 0.981 -9.189
H -0.662 1.990 -7.063
H -1.791 -1.585 -4.973
H -2.550 -2.570 -7.100
H 0.778 2.254 -5.331
H 0.971 2.688 -2.629
H -1.884 -0.286 -3.235
```

Frontier orbital gap in Ha: 0.2207
Charge: -2
Molecular weight in g/mol: 867.23
F_max in eV/Å: 10.4

No. 4
Formula: C33H29BF3NO3
Source: the Open Molecules 2025 dataset
Level of theory: the ωB97M-V functional and the def2-TZVPD basis

Structure (XYZ):
```
70
Properties=species:S:1:pos:R:3
C -1.504 -1.706 1.483
C -0.170 -1.910 1.995
C 0.659 -2.913 1.450
C 1.903 -3.190 2.005
C 2.340 -2.481 3.132
C 1.538 -1.466 3.674
C 0.307 -1.167 3.100
C -2.240 -0.465 1.520
C -3.589 -0.729 1.090
C -4.543 0.276 1.086
C -4.161 1.564 1.481
C -2.834 1.839 1.860
C -1.865 0.831 1.872
C -3.683 -2.141 0.761
C -2.397 -2.739 1.005
C -2.250 -4.124 0.905
C -3.356 -4.896 0.531
C -4.605 -4.300 0.277
C -4.772 -2.913 0.391
H 0.309 -3.463 0.577
H 2.520 -3.980 1.572
H 3.299 -2.726 3.586
H 1.870 -0.912 4.554
H -0.331 -0.396 3.529
H -5.552 0.037 0.755
H -4.894 2.372 1.467
H -2.550 2.858 2.134
H -0.829 1.042 2.124
H -1.295 -4.584 1.138
H -3.244 -5.978 0.438
H -5.451 -4.924 -0.012
H -5.724 -2.418 0.209
C 4.392 -3.827 -1.091
O 4.644 -2.438 -0.766
C 3.634 -1.547 -0.977
C 2.330 -1.935 -1.370
C 1.350 -0.962 -1.498
C 1.670 0.402 -1.317
N 0.500 1.147 -1.593
C 0.321 2.556 -1.561
O -0.740 3.086 -1.809
O 1.442 3.231 -1.234
C 1.344 4.713 -1.170
C 0.346 5.153 -0.120
C 0.994 5.291 -2.525
C 2.732 5.171 -0.767
C -0.544 0.249 -1.882
B -1.994 0.765 -2.418
F -2.676 -0.448 -2.665
F -2.650 1.486 -1.426
F -1.690 1.434 -3.603
C -0.060 -1.026 -1.798
C 2.938 0.802 -0.932
C 3.925 -0.165 -0.762
H 5.348 -4.324 -0.930
H 3.627 -4.251 -0.422
H 4.074 -3.938 -2.140
H 2.059 -2.976 -1.570
H 0.640 4.783 0.871
H 0.320 6.249 -0.083
H -0.658 4.798 -0.364
H 1.768 5.040 -3.261
H 0.026 4.921 -2.868
H 0.935 6.384 -2.448
H 3.474 4.867 -1.516
H 2.753 6.265 -0.692
H 3.009 4.756 0.210
H -0.580 -1.966 -1.942
H 3.153 1.850 -0.772
H 4.937 0.109 -0.475
```

Frontier orbital gap in Ha: 0.1416
Charge: 0
Molecular weight in g/mol: 555.41
F_max in eV/Å: 1.7

No. 5
Formula: C33H29BaCl2SSb2
Source: the Open Molecules 2025 dataset
Level of theory: the ωB97M-V functional and the def2-TZVPD basis

Structure (XYZ):
```
68
Properties=species:S:1:pos:R:3
Ba -1.767 -2.357 -1.667
C -0.334 0.955 -1.027
C 1.071 1.460 -0.740
C 2.124 0.472 -1.250
Sb 1.755 -1.579 -0.608
C 3.815 -2.162 -0.649
C 4.402 -2.775 0.452
C 5.752 -3.096 0.424
C 6.513 -2.811 -0.700
C 5.925 -2.211 -1.804
C 4.576 -1.889 -1.781
C 1.604 -1.180 1.487
C 0.587 -1.748 2.248
C 0.505 -1.488 3.610
C 1.435 -0.654 4.212
C 2.449 -0.079 3.455
C 2.535 -0.344 2.097
Sb -2.074 2.258 -0.715
C -1.275 3.693 -2.101
C -0.368 4.685 -1.744
C 0.196 5.495 -2.721
C -0.139 5.316 -4.055
C -1.049 4.332 -4.415
C -1.618 3.527 -3.440
C -1.411 3.079 1.150
C -0.822 2.236 2.088
C -0.421 2.734 3.320
C -0.610 4.075 3.623
C -1.221 4.913 2.702
C -1.628 4.415 1.473
H -0.527 0.074 -0.402
H -0.406 0.665 -2.086
H 1.198 1.617 0.332
H 1.224 2.426 -1.227
H 3.128 0.739 -0.920
H 2.128 0.458 -2.343
H 3.813 -2.997 1.334
H 6.210 -3.569 1.283
H 7.567 -3.057 -0.717
H 6.516 -1.991 -2.684
H 4.121 -1.421 -2.647
H -0.136 -2.418 1.790
H -0.274 -1.948 4.204
H 1.374 -0.457 5.274
H 3.174 0.575 3.924
H 3.347 0.080 1.516
H -0.094 4.824 -0.706
H 0.900 6.267 -2.438
H 0.308 5.945 -4.815
H -1.322 4.200 -5.455
H -2.347 2.774 -3.725
H -0.678 1.181 1.871
H 0.036 2.070 4.041
H -0.289 4.463 4.581
H -1.388 5.955 2.945
H -2.126 5.071 0.767
Cl -4.632 -2.137 -0.412
C -5.143 -3.795 -0.488
C -6.502 -4.028 -0.620
C -6.964 -5.328 -0.691
C -6.065 -6.381 -0.656
C -4.709 -6.138 -0.531
Cl -3.627 -7.481 -0.513
C -4.200 -4.828 -0.418
S -2.493 -4.571 -0.133
H -7.188 -3.192 -0.661
H -8.025 -5.517 -0.777
H -6.415 -7.402 -0.724
```

Frontier orbital gap in Ha: 0.2556
Charge: +1
Molecular weight in g/mol: 909.42
F_max in eV/Å: 0.9

No. 6
Formula: C33H29BrN7O3PtS4
Source: the Open Molecules 2025 dataset
Level of theory: the ωB97M-V functional and the def2-TZVPD basis

Structure (XYZ):
```
78
Properties=species:S:1:pos:R:3
Pt 0.571 0.958 -1.170
Br 6.342 -3.677 -3.686
C 6.588 -2.611 -2.150
C 7.788 -1.951 -1.956
C 7.958 -1.161 -0.827
C 6.923 -1.005 0.086
C 5.731 -1.712 -0.104
C 5.565 -2.515 -1.217
N 7.137 -0.103 1.159
N 6.226 0.264 1.938
C 4.963 0.742 1.560
C 4.059 0.908 2.582
C 2.682 1.081 2.347
C 2.197 1.087 1.068
O 0.901 1.138 0.777
C 3.138 1.087 -0.002
N 2.611 1.227 -1.260
C 3.414 1.404 -2.283
C 4.806 1.428 -2.135
C 5.356 1.209 -0.904
C 4.518 0.999 0.216
H 8.586 -2.057 -2.678
H 8.893 -0.646 -0.646
H 4.951 -1.647 0.644
H 4.644 -3.063 -1.364
H 4.437 0.848 3.595
H 1.980 1.174 3.165
H 2.961 1.558 -3.254
H 5.434 1.612 -2.996
H 6.428 1.239 -0.782
S -3.634 2.788 -0.390
C -2.098 2.337 -0.734
S -0.833 3.366 -1.150
S -1.680 0.630 -0.771
C -5.226 -4.600 2.747
C -4.310 -3.472 2.284
C -4.470 -2.245 3.173
N -3.366 -1.286 2.975
C -3.187 -0.462 1.959
S -1.551 0.017 1.611
N -4.226 -0.001 1.241
C -5.598 0.221 1.619
O -6.441 0.106 0.779
C -5.842 0.660 3.018
C -7.041 0.301 3.625
C -7.286 0.672 4.936
C -6.347 1.425 5.631
C -5.177 1.837 5.004
C -4.922 1.454 3.696
H -5.150 -5.455 2.076
H -6.270 -4.278 2.760
H -4.960 -4.935 3.751
H -4.557 -3.200 1.255
H -3.270 -3.807 2.299
H -4.456 -2.528 4.225
H -5.423 -1.769 2.975
H -2.510 -1.529 3.454
H -4.025 0.344 0.307
H -7.766 -0.276 3.064
H -8.211 0.380 5.415
H -6.533 1.704 6.660
H -4.468 2.462 5.531
H -4.026 1.802 3.194
N 0.051 3.789 -6.069
C 0.753 2.667 -6.355
O 1.523 2.564 -7.284
C 0.567 1.508 -5.410
C 0.660 0.216 -5.909
C 0.569 -0.851 -5.034
C 0.425 -0.597 -3.684
N 0.384 0.651 -3.194
C 0.444 1.686 -4.048
H 0.147 4.577 -6.689
H -0.647 3.833 -5.347
H 0.805 0.075 -6.973
H 0.633 -1.871 -5.384
H 0.340 -1.397 -2.962
H 0.415 2.671 -3.602
```

Frontier orbital gap (alpha / beta) in Ha: 0.1574 / 0.1542
Charge: +1
Molecular weight in g/mol: 974.89
F_max in eV/Å: 2.9

Question: Among the records above, which one has the highest molecular weight?
Answer: C33H29BrN7O3PtS4

Copy entry 3 word for word.
Formula: C33H28N9OS3Tl
Source: the Open Molecules 2025 dataset
Level of theory: the ωB97M-V functional and the def2-TZVPD basis

Structure (XYZ):
```
75
Properties=species:S:1:pos:R:3
Tl -1.068 -0.386 -0.106
N -0.830 -4.694 -4.397
C -0.726 -3.506 -3.683
S -1.987 -2.374 -3.892
N 0.351 -3.480 -2.934
N 0.581 -2.382 -2.172
C 1.678 -2.457 -1.517
C 2.268 -1.369 -0.737
C 3.566 -1.565 -0.249
C 4.224 -0.533 0.387
C 3.579 0.687 0.521
C 2.288 0.794 0.036
N 1.638 -0.196 -0.565
H -1.394 -4.635 -5.225
H 0.039 -5.201 -4.471
H 2.289 -3.355 -1.620
H 4.041 -2.528 -0.386
H 5.232 -0.671 0.759
H 4.053 1.524 1.017
H 1.731 1.718 0.153
C 1.577 1.246 4.350
C 1.167 0.567 3.050
N 0.403 1.171 2.210
N 0.196 2.507 2.477
C -0.965 3.039 2.368
S -2.509 2.386 2.067
S -0.813 4.867 2.554
C -2.155 5.184 3.759
C -1.718 4.870 5.157
C -1.271 5.872 6.016
C -0.790 5.567 7.281
C -0.745 4.247 7.708
C -1.204 3.242 6.866
C -1.692 3.549 5.605
C 1.730 -0.785 2.827
C 3.016 -1.011 3.334
C 3.663 -2.233 3.271
C 2.984 -3.310 2.697
C 1.716 -3.142 2.199
C 1.017 -1.887 2.217
O -0.163 -1.843 1.743
H 0.844 1.993 4.635
H 2.534 1.761 4.225
H 1.680 0.510 5.147
H -2.975 4.545 3.428
H -2.419 6.235 3.644
H -1.302 6.905 5.682
H -0.441 6.361 7.933
H -0.349 4.004 8.687
H -1.174 2.208 7.188
H -2.052 2.763 4.948
H 3.554 -0.174 3.765
H 4.666 -2.352 3.665
H 3.460 -4.285 2.642
H 1.184 -3.974 1.750
N -2.736 -1.875 -10.547
C -2.417 -1.437 -9.531
C -2.009 -0.866 -8.287
C -1.474 0.424 -8.265
C -1.056 0.983 -7.076
C -1.155 0.262 -5.885
C -1.707 -1.020 -5.898
C -2.129 -1.573 -7.087
N -0.709 0.818 -4.682
C 0.233 1.822 -4.511
C 0.330 2.008 -3.167
N -0.539 1.171 -2.508
C -1.140 0.477 -3.426
H -1.396 0.981 -9.189
H -0.662 1.990 -7.063
H -1.791 -1.585 -4.973
H -2.550 -2.570 -7.100
H 0.778 2.254 -5.331
H 0.971 2.688 -2.629
H -1.884 -0.286 -3.235
```

Frontier orbital gap in Ha: 0.2207
Charge: -2
Molecular weight in g/mol: 867.23
F_max in eV/Å: 10.4

Question: Which of these has the highest molecular weight?
Answer: C33H29BrN7O3PtS4

Question: Among the records above, which one has the lowest molecular weight?
Answer: C33H29BF3NO3